No. 1
{
  "formula": "C5H16N3",
  "method": "ωB97M-V with the def2-TZVPD basis set",
  "species": ["C", "H", "H", "H", "H", "H", "H", "N", "C", "H", "H", "C", "H", "H", "H", "H", "H", "C", "N", "H", "H", "N", "H", "C"],
  "positions_angstrom": [[1.11641, -0.65254, 2.40374], [-1.37818, 1.82888, -0.95204], [-0.47695, -1.01649, -0.77438], [-2.67841, -1.10888, 0.15880], [-3.20180, 0.31110, -0.70983], [1.54614, 3.33671, -1.59751], [0.27616, -2.34763, 3.41910], [-0.72758, 1.05709, -0.92245], [0.97191, -2.18267, 2.59573], [-1.05808, -0.35905, -2.30510], [1.24944, -0.26054, -1.81279], [-1.17848, -0.29243, -1.22153], [0.79008, -2.64244, 1.63499], [-3.11195, -1.20153, -1.52879], [0.51804, 0.01244, 3.03077], [0.16900, 3.32750, -0.57422], [1.90234, -2.54725, 3.03632], [-2.58632, -0.58985, -0.79640], [1.39271, 0.69708, -2.06376], [2.16452, -0.36808, 2.41860], [2.31470, 1.00538, -2.33387], [0.72000, 2.87427, -1.28122], [0.69425, -0.36747, 1.43468], [0.57204, 1.48641, -1.25884]],
  "mulliken_charge": [-0.369, 0.255, 0.140, 0.283, 0.335, 0.208, 0.244, -0.208, -0.871, 0.407, 0.194, -0.192, 0.306, 0.311, 0.308, 0.180, 0.286, -1.208, -0.442, 0.276, 0.231, -0.486, -0.151, -0.037],
  "gap_ev": [5.1, 9.6],
  "e_above_lowest_ev": 0.5236,
  "charge": 0,
  "multiplicity": 2
}

No. 2
{
  "formula": "C7H6NO2PS2",
  "method": "ωB97M-V with the def2-TZVPD basis set",
  "species": ["H", "H", "C", "H", "S", "H", "C", "C", "N", "S", "P", "H", "C", "O", "C", "C", "C", "O", "H"],
  "positions_angstrom": [[-3.29842, 0.40955, 1.83229], [3.10880, -0.13024, -0.38871], [-1.95391, 1.41752, -0.22374], [-3.06216, -2.88217, -0.71526], [-3.07804, 0.45734, -1.24413], [1.39604, -1.92313, -0.56872], [-0.59443, 0.84091, -0.28151], [0.42317, 1.78536, -0.17305], [-2.61146, -0.29020, 1.64188], [-2.31082, 2.82902, 0.41171], [-2.66092, -1.01117, 0.31685], [2.67823, 2.01905, -0.19938], [1.01806, -0.84650, -0.48514], [-1.25775, -1.52091, -0.28747], [1.78531, 1.42575, -0.24281], [2.04320, 0.07721, -0.40484], [-0.31853, -0.52546, -0.36265], [-3.38923, -2.40799, 0.01287], [-0.05501, 2.81096, -0.11092]],
  "mulliken_charge": [0.310, 0.341, 0.130, 0.335, -0.214, 0.277, 1.179, -0.482, -0.631, -0.280, 0.840, 0.382, -0.409, -0.410, -0.813, -0.327, 0.148, -0.543, 0.166],
  "gap_ev": 7.9,
  "charge": 0,
  "multiplicity": 1
}

No. 3
{
  "formula": "C17H21N5O2Pt",
  "method": "ωB97M-V with the def2-TZVPD basis set",
  "species": ["C", "N", "C", "C", "H", "H", "O", "C", "C", "H", "C", "C", "H", "C", "C", "H", "C", "H", "N", "C", "C", "N", "C", "Pt", "H", "H", "H", "H", "N", "H", "H", "C", "C", "H", "N", "H", "C", "H", "H", "H", "H", "O", "H", "H", "C", "H"],
  "positions_angstrom": [[-0.45700, -0.67021, 1.43112], [-1.18562, -3.71665, 0.98491], [-2.21730, -5.51722, 2.57529], [1.80114, -0.43316, -4.73811], [3.81368, 0.01218, 3.24552], [-2.28520, -6.47601, 2.03403], [-0.38343, -1.01726, 2.52984], [-2.85524, -0.06155, 0.14876], [-1.61220, 6.28620, 3.07944], [-1.56232, -5.61781, 3.45142], [5.09298, -2.28064, 1.29747], [-2.72543, 1.93425, -1.12207], [-2.73207, -1.93275, -1.00941], [0.88563, 0.90740, -1.04346], [-3.28387, 1.27848, -0.08653], [-1.17324, 6.79376, 3.95107], [-2.02387, -0.16131, -2.11070], [-1.05044, 1.73141, -2.55044], [4.14810, -1.17397, 1.49765], [4.52308, -0.07776, 2.39930], [-0.80662, 5.09875, 2.78831], [-0.08652, 4.19150, 2.62312], [2.99480, -1.19207, 0.86170], [-0.69453, 0.16985, -0.26797], [5.52314, -0.31164, 2.79174], [5.37363, -2.34981, 0.23384], [-1.64948, -0.66641, -3.00537], [5.99291, -2.09273, 1.90430], [1.99182, -1.29314, 0.25502], [-2.64932, 6.01814, 3.34098], [1.70552, 0.42220, -6.66493], [-2.60880, -0.84622, -1.03110], [-1.67688, -4.49589, 1.69758], [4.56074, 0.89214, 1.86505], [1.36352, -0.74473, -3.70291], [-1.58341, 6.99038, 2.23195], [-1.75122, 1.23394, -1.89342], [3.28452, 0.53737, -5.83821], [-3.01581, -0.57654, 1.08702], [-3.03632, 2.94557, -1.40077], [-3.22084, -5.24266, 2.92524], [1.77031, 1.52403, -1.45339], [2.71381, -1.03797, -6.52229], [-4.07300, 1.72742, 0.52429], [2.41238, -0.10812, -6.01213], [4.63149, -3.23205, 1.60814]],
  "mulliken_charge": [0.626, -0.451, -0.813, 0.421, 0.351, 0.308, -0.282, -1.068, -0.584, 0.294, -0.649, -0.254, 0.399, 0.631, -0.248, 0.367, -0.239, 1.008, 0.095, -0.674, 0.517, -0.006, 0.378, 0.494, 0.319, 0.367, 0.398, 0.323, -0.296, 0.349, 0.293, -0.235, 0.418, 0.352, -0.455, 0.359, -1.063, 0.290, 1.009, 0.541, 0.291, -0.282, 0.304, 0.540, -0.808, 0.367],
  "gap_ev": [5.9, 2.0],
  "charge": 4,
  "multiplicity": 5
}

No. 4
{
  "formula": "C28H55AsF15O14",
  "method": "ωB97M-V with the def2-TZVPD basis set",
  "species": ["H", "F", "O", "C", "C", "H", "H", "O", "H", "C", "H", "H", "H", "F", "F", "H", "H", "C", "H", "C", "C", "C", "H", "C", "O", "H", "H", "H", "H", "F", "C", "H", "F", "F", "H", "H", "F", "C", "H", "H", "C", "F", "C", "H", "As", "C", "O", "C", "H", "H", "H", "F", "H", "H", "F", "F", "C", "C", "H", "H", "C", "H", "O", "C", "C", "O", "O", "H", "H", "O", "O", "O", "H", "H", "F", "H", "O", "H", "H", "H", "O", "C", "H", "H", "C", "H", "O", "H", "H", "C", "F", "C", "H", "H", "H", "H", "H", "C", "H", "H", "H", "O", "H", "F", "H", "H", "C", "H", "F", "C", "H", "C", "C"],
  "positions_angstrom": [[-0.46953, -16.26146, 18.18543], [7.92561, -19.67838, 11.37962], [1.68432, -16.26112, 23.04594], [5.65990, -18.00606, 14.19370], [7.01696, -15.04609, 18.74045], [0.61829, -19.79551, 16.36242], [3.63556, -15.58705, 23.34585], [-2.48056, -12.90974, 14.27336], [0.88702, -17.37752, 11.45469], [-0.03436, -12.88360, 15.84815], [0.19703, -17.83491, 18.41979], [0.22893, -11.36926, 14.33774], [2.13235, -10.92092, 8.88903], [-3.42048, -11.56348, 17.37630], [-4.22015, -11.10040, 15.42523], [-4.03016, -17.03893, 15.88717], [-2.81866, -16.00614, 17.54400], [1.43828, -19.53638, 13.21402], [6.45781, -15.07268, 19.67574], [-3.03059, -17.02231, 17.87657], [5.30026, -19.18384, 15.15085], [-3.59080, -17.73035, 16.60619], [-4.66796, -19.61738, 15.17356], [1.81075, -17.57549, 23.43759], [-0.24486, -19.24402, 11.32019], [-3.81040, -16.93892, 18.63358], [6.23632, -19.70964, 15.33904], [2.61080, -10.21520, 10.48847], [7.93531, -16.76508, 17.65890], [4.21599, -15.18452, 13.05939], [0.81935, -20.01279, 11.95958], [0.43653, -21.01187, 12.16787], [3.98055, -15.04951, 18.38683], [3.55922, -15.97861, 11.08416], [9.56874, -15.80732, 19.94302], [6.30966, -17.42731, 14.85019], [3.30088, -13.82242, 16.36023], [7.32671, -16.58335, 18.54472], [4.25485, -19.32134, 20.34935], [2.35803, -20.10681, 13.34350], [5.68335, -18.99121, 11.96332], [-4.61245, -13.09982, 16.20643], [6.71370, -19.30876, 10.86894], [0.63153, -12.46593, 16.60330], [3.31838, -15.52841, 16.80811], [9.25696, -16.85175, 19.93521], [5.47393, -13.72186, 11.07965], [0.16015, -17.91861, 10.84890], [6.41245, -14.80747, 17.86539], [7.64619, -12.56943, 17.73568], [6.39015, -17.11199, 18.36726], [6.34669, -20.28711, 10.06941], [4.77933, -17.42938, 13.91061], [1.46394, -12.67222, 14.16096], [5.04242, -15.76006, 16.13450], [2.80368, -15.95436, 15.11800], [2.89071, -15.59995, 22.55014], [-2.40323, -12.49514, 15.46121], [2.68191, -17.81605, 24.04693], [1.94327, -18.28258, 22.61871], [8.07646, -12.90558, 18.67906], [-0.72408, -17.33525, 10.59210], [4.47435, -19.23105, 11.79022], [3.92912, -18.29988, 20.15283], [3.53985, -14.91132, 11.90092], [6.33018, -18.45105, 13.01941], [3.44631, -12.74720, 10.73358], [0.67201, -18.07062, 9.89864], [9.60615, -17.25079, 20.88753], [-4.67372, -18.65588, 17.02003], [8.26944, -14.28599, 18.70904], [-1.89484, -17.55863, 18.57018], [-0.09274, -12.95476, 13.63505], [2.17226, -19.68526, 15.47087], [2.19561, -14.68962, 12.12707], [2.50807, -14.59987, 22.34640], [0.53957, -19.72951, 14.32227], [4.10549, -12.35242, 8.84830], [3.47382, -9.77825, 9.07963], [4.64241, -19.88752, 14.64077], [3.99812, -17.57800, 21.39560], [3.48289, -16.21907, 21.26053], [-5.97378, -18.40862, 15.39135], [1.22527, -18.21544, 15.68618], [2.95560, -10.62089, 9.53735], [0.06021, -13.96343, 15.96274], [7.87591, -17.20701, 19.73658], [1.57225, -20.16606, 11.18643], [4.91523, -11.40107, 10.07553], [4.26652, -13.70637, 11.19917], [3.31189, -17.26203, 17.35343], [0.43575, -12.43510, 14.43427], [4.49684, -17.71796, 19.42677], [-2.79186, -18.16665, 16.00668], [2.92373, -18.42453, 19.75062], [2.68953, -16.14410, 20.51685], [4.28958, -15.63949, 20.81172], [3.94473, -11.79107, 9.76870], [-6.07572, -19.92072, 16.22980], [4.93531, -18.87031, 16.12891], [7.42472, -12.57958, 19.48966], [-1.29813, -12.37743, 16.18823], [9.81136, -17.31927, 19.12147], [1.61575, -15.35872, 17.34182], [-0.60823, -17.60941, 16.91087], [1.74136, -18.50037, 13.06263], [1.15795, -19.29578, 15.55798], [0.96192, -17.80934, 24.08017], [6.88958, -18.21087, 10.13139], [-5.36657, -19.17017, 15.88070], [9.01681, -12.36177, 18.76917], [-0.64232, -17.31368, 17.95944], [-3.65393, -12.08589, 16.16865]],
  "mulliken_charge": [0.290, -0.262, -0.381, 0.597, -0.259, 0.323, 0.357, -0.556, 0.002, 0.268, 0.067, 0.354, 0.306, -0.236, -0.260, 0.343, 0.152, 0.467, 0.284, -0.340, -1.130, -0.283, 0.280, -0.603, -0.381, 0.317, 0.408, 0.318, 0.421, -0.249, -0.843, 0.348, -0.438, -0.249, 0.250, 0.069, -0.497, -0.167, 0.418, 0.130, 0.315, -0.237, 0.845, 0.225, 1.984, -0.710, -0.560, -0.417, 0.379, 0.265, -0.232, -0.247, 0.002, 0.364, -0.511, -0.374, -0.684, 0.411, 0.290, 0.171, -0.749, 0.292, -0.481, -0.227, 1.084, -0.339, -0.161, 0.303, 0.282, -0.342, -0.380, -0.470, 0.354, 0.146, -0.244, 0.317, -0.493, 0.307, 0.369, 0.278, -0.410, 0.308, 0.285, -0.178, -1.160, -0.040, -0.381, 0.357, 0.321, 0.075, -0.371, -1.222, -0.106, 0.248, 0.153, 0.140, -0.035, -0.275, 0.254, 0.139, 0.307, -0.295, 0.288, -0.380, 0.095, -0.043, -0.057, 0.285, -0.245, -0.702, 0.281, -0.209, 0.815],
  "gap_ev": 9.3,
  "charge": -1,
  "multiplicity": 1
}

No. 5
{
  "formula": "C4H8O",
  "method": "ωB97M-V with the def2-TZVPD basis set",
  "species": ["H", "H", "C", "C", "H", "H", "H", "O", "C", "H", "H", "C", "H"],
  "positions_angstrom": [[-1.11241, -0.87801, -1.30949], [1.50514, -0.62298, 1.19183], [-1.54020, 0.41616, 0.42759], [1.67435, -0.36926, 0.15044], [-2.71451, -1.24141, -0.46896], [1.45066, -1.15140, -0.57160], [-2.36663, 0.80198, 1.02271], [-1.06873, -0.86267, 0.81780], [2.10074, 0.83255, -0.22640], [2.31834, 1.61115, 0.50101], [-0.76231, 1.13277, 0.16370], [-1.74057, -0.75445, -0.42621], [2.25612, 1.08557, -1.27242]],
  "mulliken_charge": [0.195, 0.225, -0.169, -0.505, 0.233, 0.239, 0.227, -0.358, -0.461, 0.252, 0.156, -0.272, 0.238],
  "gap_ev": 11.2,
  "e_above_lowest_ev": 2.4736,
  "charge": 0,
  "multiplicity": 1
}

No. 6
{
  "formula": "C3H5ClO2",
  "method": "ωB97M-V with the def2-TZVPD basis set",
  "species": ["H", "O", "C", "H", "H", "Cl", "H", "O", "C", "C", "H"],
  "positions_angstrom": [[-0.77204, 1.36923, 0.12721], [-2.45308, -0.28690, -0.09379], [-0.13932, -0.73364, -0.22760], [-2.29584, -1.10678, -0.38777], [1.96763, -1.21757, -0.16745], [1.36239, 1.31710, 0.39169], [1.44466, 0.00769, -1.68860], [-0.39742, -1.86524, -0.46446], [-1.18744, 0.20117, 0.48930], [1.40119, -0.16779, -0.56380], [-1.14769, -0.02467, 1.73645]],
  "mulliken_charge": [0.296, -0.458, 0.291, 0.276, 0.266, -0.192, 0.277, -0.526, -0.258, -0.214, 0.242],
  "gap_ev": 10.4,
  "e_above_lowest_ev": 3.5263,
  "charge": 0,
  "multiplicity": 1
}

No. 7
{
  "formula": "C8H15DyNOP",
  "method": "ωB97M-V with the def2-TZVPD basis set",
  "species": ["H", "H", "C", "C", "C", "O", "H", "P", "N", "H", "H", "H", "H", "C", "C", "C", "H", "H", "C", "H", "Dy", "H", "H", "H", "H", "H", "C"],
  "positions_angstrom": [[0.89908, -1.62424, 3.55651], [-1.25471, 1.22118, 3.71073], [-1.02021, 0.16441, 3.53379], [0.99415, -1.13644, 2.59153], [-1.26780, 1.39822, -2.54159], [0.97800, 0.53476, 0.55068], [-1.02900, 3.62025, -2.62234], [0.00085, -2.81463, -0.62890], [0.09606, 0.08058, 2.58574], [0.61210, -1.91857, 1.82892], [-1.91931, -0.34089, 3.14919], [-2.32603, 1.30696, -2.29207], [1.53032, 3.15785, -3.25021], [0.78699, 2.38506, -3.05176], [-0.57806, 2.63406, -2.71863], [0.13245, 0.82785, 1.48013], [1.94875, 0.47177, -3.29416], [-0.58955, -0.73673, -2.71059], [1.02869, 1.01483, -3.07584], [-0.71656, -0.30409, 4.47363], [1.99377, -1.20427, 0.21327], [0.08802, -3.31978, -1.98971], [-1.40510, -2.48205, -0.63855], [2.08534, -0.82699, 2.49540], [-0.12179, -4.10430, 0.02402], [-0.55196, 1.66106, 1.35844], [-0.39451, 0.33415, -2.73765]],
  "mulliken_charge": [0.403, 0.348, -0.879, -0.644, -0.848, -0.553, 0.401, -0.207, 0.068, 0.093, 0.335, 0.382, 0.381, -0.577, -0.383, 0.288, 0.395, 0.576, -0.649, 0.288, 0.201, 0.180, 0.133, 0.135, 0.136, 0.447, -0.450],
  "gap_ev": [4.5, 4.0],
  "e_above_lowest_ev": 0.0000,
  "charge": 0,
  "multiplicity": 6
}

No. 8
{
  "formula": "C4H3N",
  "method": "ωB97M-V with the def2-TZVPD basis set",
  "species": ["C", "C", "N", "C", "H", "H", "H", "C"],
  "positions_angstrom": [[0.48380, -0.73292, 0.01996], [0.82194, 0.57951, -0.04611], [-1.01844, -0.84373, -0.00554], [-0.47193, 1.02149, 0.07983], [-2.63680, 0.66136, -0.07255], [0.94732, -1.59872, -0.15584], [1.73094, 1.05750, 0.03636], [-1.59991, 0.31293, -0.01623]],
  "mulliken_charge": [-0.594, -0.292, -0.407, 0.219, 0.340, 0.471, 0.445, -0.183],
  "gap_ev": [7.5, 7.5],
  "e_above_lowest_ev": 3.4494,
  "charge": 0,
  "multiplicity": 1
}

Number 1: energy -364.2689 hartree. Number 2: energy -1613.3156 hartree. Number 3: energy -1202.0040 hartree. Number 4: energy -5887.0231 hartree. Number 5: energy -232.3547 hartree. Number 6: energy -727.8683 hartree. Number 7: energy -1669.9386 hartree. Number 8: energy -208.7750 hartree.